Record 1
Below is 10 unconnected molecules or ions with the total composition C51H65BCl2N10O3, with properties calculated with ωB97M-V/def2-TZVPD.

ORCA input file:
```
! wB97M-V def2-TZVPD RIJCOSX def2/J DEFGRID3
* xyz 0 1
C 2.03 -5.51 1.38
C 0.85 -4.61 1.05
Cl -0.63 -5.62 1.00
C 0.77 -3.45 2.08
Cl -0.30 -3.78 3.47
C 0.41 -2.10 1.40
C 1.76 -1.49 1.02
C 2.50 -0.87 2.03
C 3.74 -0.31 1.77
C 4.28 -0.38 0.49
C 3.55 -1.02 -0.49
C 2.30 -1.57 -0.25
C -0.57 -2.19 0.21
C -1.67 -1.13 0.51
B -3.03 -1.64 1.16
O -2.95 -2.52 2.21
N -4.29 -1.18 0.67
C -4.31 -0.80 -0.74
C -5.44 -2.01 1.05
C -0.90 -0.30 1.53
O -0.80 0.86 1.65
O -0.24 -1.22 2.32
H 2.95 -5.09 0.98
H 2.11 -5.67 2.45
H 1.87 -6.49 0.93
H 1.00 -4.20 0.06
H 1.75 -3.39 2.52
H 2.10 -0.84 3.03
H 4.27 0.16 2.59
H 5.25 0.05 0.29
H 3.99 -1.11 -1.48
H 1.75 -2.06 -1.04
H -0.06 -1.87 -0.69
H -1.00 -3.15 -0.03
H -1.78 -0.51 -0.37
H -3.52 -2.27 2.94
H -3.80 0.16 -0.84
H -5.32 -0.63 -1.09
H -3.80 -1.51 -1.40
H -5.37 -3.04 0.70
H -5.58 -2.04 2.13
H -6.34 -1.58 0.64
C -9.73 -4.16 2.56
C -8.48 -4.82 2.70
C -7.87 -4.79 1.47
N -8.70 -4.14 0.61
C -9.84 -3.75 1.26
H -10.47 -4.01 3.33
H -8.08 -5.27 3.59
H -6.92 -5.17 1.15
H -8.51 -3.97 -0.36
H -10.63 -3.23 0.75
C 2.00 -2.28 8.40
C 2.09 -1.12 7.58
C 1.54 -1.43 6.36
N 1.13 -2.73 6.41
C 1.40 -3.26 7.65
H 2.33 -2.38 9.42
H 2.50 -0.16 7.86
H 1.41 -0.84 5.47
H 0.70 -3.23 5.65
H 1.15 -4.27 7.88
C 3.77 5.24 1.16
C 3.25 3.92 1.18
C 4.31 3.06 1.05
N 5.45 3.81 0.95
C 5.13 5.14 1.02
H 3.22 6.16 1.24
H 2.22 3.63 1.27
H 4.34 1.99 1.00
H 6.38 3.44 0.84
H 5.89 5.90 0.97
C -2.25 -1.53 -4.24
C -2.08 -2.10 -5.53
C -2.76 -1.31 -6.42
N -3.33 -0.28 -5.71
C -3.02 -0.41 -4.39
H -1.84 -1.90 -3.32
H -1.53 -2.99 -5.78
H -2.88 -1.38 -7.49
H -3.88 0.45 -6.11
H -3.37 0.31 -3.66
C 2.15 1.21 -6.39
C 1.84 0.85 -7.73
C 0.54 0.42 -7.74
N 0.06 0.49 -6.46
C 1.03 0.97 -5.63
H 3.09 1.59 -6.02
H 2.49 0.91 -8.59
H -0.08 0.06 -8.54
H -0.87 0.22 -6.17
H 0.85 1.10 -4.58
C 3.42 2.44 -4.12
C 3.64 2.50 -2.72
C 3.78 3.82 -2.37
N 3.66 4.56 -3.52
C 3.43 3.73 -4.59
H 3.26 1.56 -4.72
H 3.68 1.67 -2.03
H 3.96 4.29 -1.42
H 3.73 5.56 -3.57
H 3.30 4.13 -5.58
C -8.30 -9.43 2.16
C -8.54 -10.34 3.22
C -9.27 -9.68 4.17
N -9.48 -8.41 3.72
C -8.90 -8.25 2.50
H -7.76 -9.62 1.25
H -8.21 -11.37 3.28
H -9.66 -10.01 5.12
H -9.99 -7.70 4.21
H -8.96 -7.31 1.97
C 8.79 8.42 -1.43
C 8.61 8.13 -2.81
C 7.85 6.99 -2.89
N 7.57 6.58 -1.61
C 8.14 7.45 -0.72
H 9.34 9.24 -1.00
H 8.99 8.69 -3.64
H 7.49 6.44 -3.74
H 7.03 5.77 -1.37
H 8.03 7.30 0.35
C 3.94 9.25 0.13
C 2.68 8.64 -0.13
C 1.72 9.47 0.36
N 2.34 10.56 0.91
C 3.70 10.43 0.77
H 4.92 8.86 -0.13
H 2.51 7.70 -0.62
H 0.64 9.38 0.37
H 1.88 11.33 1.35
H 4.36 11.19 1.14
*
```

Summary:
**HOMO energy**: -7.97 eV
**SMILES string**: C[C@@H](Cl)[C@H](Cl)[C@@]1(c2ccccc2)C[C@@H](B(O)N(C)C)C(=O)O1.c1cc[nH]c1.c1cc[nH]c1.c1cc[nH]c1.c1cc[nH]c1.c1cc[nH]c1.c1cc[nH]c1.c1cc[nH]c1.c1cc[nH]c1.c1cc[nH]c1
**LUMO energy**: 0.2 eV
**Gap between HOMO and LUMO**: 8.21 eV

***

Record 2
Below is 7 unconnected molecules or ions with the total composition C51H66NO, with properties calculated with ωB97M-V/def2-TZVPD.

ORCA input file:
```
! wB97M-V def2-TZVPD RIJCOSX def2/J DEFGRID3
* xyz 0 2
C 4.16 -1.00 -1.28
C 4.07 0.30 -2.10
C 4.02 1.52 -1.21
C 3.86 2.83 -1.99
C 2.59 3.00 -2.81
C 1.29 3.17 -2.00
C 0.58 1.85 -1.68
C -0.64 1.62 -2.55
C -1.35 0.29 -2.25
C -2.60 0.22 -3.15
C -0.42 -0.87 -2.67
N -1.73 0.24 -0.82
O -2.74 1.01 -0.58
C -0.61 0.52 0.15
C 0.35 -0.66 0.31
C -1.26 0.75 1.53
C 0.15 1.79 -0.21
H 3.87 -0.79 -0.26
H 3.48 -1.76 -1.65
H 5.16 -1.41 -1.27
H 4.94 0.36 -2.75
H 3.21 0.25 -2.75
H 3.15 1.41 -0.57
H 4.89 1.53 -0.57
H 3.99 3.67 -1.30
H 4.70 2.88 -2.69
H 2.50 2.23 -3.57
H 2.72 3.93 -3.36
H 0.63 3.82 -2.56
H 1.58 3.64 -1.06
H 1.31 1.05 -1.79
H -1.35 2.40 -2.30
H -0.44 1.71 -3.61
H -3.51 0.49 -2.62
H -2.75 -0.76 -3.58
H -2.49 0.93 -3.96
H -0.75 -1.34 -3.58
H -0.36 -1.65 -1.92
H 0.60 -0.54 -2.84
H 1.01 -0.73 -0.54
H -0.22 -1.58 0.41
H 0.98 -0.52 1.18
H -1.55 1.78 1.69
H -2.05 0.04 1.74
H -0.47 0.54 2.25
H -0.40 2.69 0.05
H 1.06 1.79 0.39
C -4.06 -2.13 3.05
C -3.60 -3.37 3.46
C -3.54 -3.68 4.81
C -3.94 -2.74 5.75
C -4.40 -1.49 5.34
C -4.46 -1.19 3.98
H -4.11 -1.90 1.99
H -3.29 -4.11 2.73
H -3.17 -4.64 5.13
H -3.89 -2.97 6.81
H -4.72 -0.76 6.07
H -4.82 -0.22 3.66
C -8.12 -0.39 -0.20
C -8.32 -1.59 -0.87
C -7.24 -2.28 -1.40
C -5.96 -1.77 -1.27
C -5.75 -0.58 -0.59
C -6.83 0.12 -0.06
H -8.96 0.14 0.22
H -9.32 -1.99 -0.97
H -7.40 -3.21 -1.93
H -5.12 -2.31 -1.68
H -4.75 -0.18 -0.49
H -6.67 1.05 0.46
C -0.77 -6.22 3.62
C -1.42 -6.31 2.40
C -2.03 -7.50 2.02
C -1.99 -8.60 2.86
C -1.34 -8.51 4.09
C -0.73 -7.32 4.46
H -0.30 -5.29 3.91
H -1.46 -5.45 1.74
H -2.54 -7.57 1.06
H -2.47 -9.52 2.57
H -1.31 -9.36 4.75
H -0.22 -7.25 5.41
C 3.81 1.72 5.05
C 3.09 2.10 3.93
C 1.70 2.08 3.96
C 1.04 1.68 5.11
C 1.76 1.30 6.23
C 3.15 1.32 6.20
H 4.90 1.73 5.03
H 3.61 2.41 3.03
H 1.14 2.37 3.08
H -0.04 1.67 5.13
H 1.24 0.99 7.13
H 3.71 1.02 7.07
C -0.70 7.95 -1.08
C 0.05 7.14 -0.25
C -0.42 5.88 0.10
C -1.64 5.43 -0.39
C -2.39 6.24 -1.23
C -1.92 7.50 -1.57
H -0.34 8.93 -1.36
H 1.00 7.48 0.13
H 0.16 5.25 0.76
H -2.00 4.45 -0.12
H -3.34 5.89 -1.61
H -2.51 8.14 -2.22
C 8.92 -0.77 -5.79
C 8.08 -0.56 -6.87
C 6.72 -0.81 -6.76
C 6.20 -1.27 -5.56
C 7.04 -1.48 -4.47
C 8.40 -1.23 -4.59
H 9.98 -0.58 -5.88
H 8.49 -0.19 -7.81
H 6.07 -0.65 -7.61
H 5.14 -1.46 -5.47
H 6.63 -1.84 -3.54
H 9.06 -1.40 -3.74
*
```

Summary:
**HOMO energy (alpha / beta)**: -8.63 / -9.14 eV
**LUMO energy (alpha / beta)**: 0.5 / 0.1 eV
**Gap between HOMO and LUMO (alpha / beta)**: 9.16 / 9.20 eV
**<S²>**: 0.7541

***

The calculation returns the following electronic energy values, one per record and in order: -100705.583; -57493.348 eV.
The calculation returns the following maximum force values, one per record and in order: 0.035; 0.043 Eh/bohr.